Entry 1:
Below is an isolated molecule of C6H6O, with properties calculated with ωB97M-V with the def2-TZVPD basis set.

The calculated total energy is -307.345547 a.u. The HOMO energy comes out at -9.05 eV. The calculation puts the frontier orbital gap at 10.005 eV.

Structure (XYZ):
```
13
C6H6O ωB97M-V with the def2-TZVPD basis set
C -0.391 0.108 -2.891
C -0.685 -0.187 -1.760
C -0.445 -0.194 -0.365
C -0.685 -0.945 0.705
C 0.262 -0.481 1.786
O 1.159 0.422 1.165
C 0.497 0.924 0.036
H -0.004 0.401 -3.830
H -1.386 -1.761 0.843
H -0.262 0.022 2.608
H 0.855 -1.311 2.178
H 1.209 1.196 -0.749
H -0.123 1.806 0.273
```

***

Entry 2:
Below is a structure of composition C6H6O at a distorted geometry, with properties calculated with ωB97M-V with the def2-TZVPD basis set.

The calculated total energy is -307.205994 a.u. The HOMO energy comes out at -7.83 eV. The calculation puts the frontier orbital gap at 8.378 eV.

Structure (XYZ):
```
13
C6H6O ωB97M-V with the def2-TZVPD basis set
O -2.243 0.139 -0.037
C -1.199 -0.771 0.218
C 0.183 -0.205 -0.057
C 0.379 1.125 0.060
C 0.426 2.353 -0.285
C 1.293 -1.081 -0.136
C 2.205 -1.871 -0.118
H -2.104 0.913 0.525
H -1.200 -1.110 1.264
H -1.385 -1.645 -0.412
H 0.071 1.366 -1.159
H 0.560 3.344 0.183
H 3.015 -2.558 -0.047
```

***

Entry 3:
Below is an isolated molecule of C6H6O at a distorted geometry, with properties calculated with ωB97M-V with the def2-TZVPD basis set.

The calculated total energy is -307.319408 a.u. The HOMO energy comes out at -9.21 eV. The calculation puts the frontier orbital gap at 10.037 eV.

Structure (XYZ):
```
13
C6H6O ωB97M-V with the def2-TZVPD basis set
O 0.030 -2.842 0.688
C 1.208 0.079 -0.019
C 0.063 0.705 -0.833
C -0.022 -0.676 -0.319
C -0.539 -1.882 -0.122
C -0.633 1.810 -0.193
C -1.145 2.708 0.428
H 0.345 -2.344 1.469
H 1.365 0.471 0.993
H 2.120 -0.208 -0.555
H 0.237 0.839 -1.898
H -1.469 -2.222 -0.556
H -1.561 3.561 0.919
```

***

Entry 4:
Below is a structure of composition C6H6O at a distorted geometry, with properties calculated with ωB97M-V with the def2-TZVPD basis set.

The calculated total energy is -307.244962 a.u. The HOMO energy comes out at -8.82 eV. The calculation puts the frontier orbital gap at 9.209 eV.

Structure (XYZ):
```
13
C6H6O ωB97M-V with the def2-TZVPD basis set
C -1.024 1.952 -0.691
C -0.571 1.040 -1.368
C -0.025 -0.025 -0.470
C -0.806 -1.187 0.022
C -0.163 -0.280 1.029
O 1.237 -0.514 1.166
C 1.451 -0.232 -0.229
H -1.066 2.800 -0.046
H -0.428 -2.188 -0.117
H -1.880 -1.036 -0.098
H -0.672 0.051 1.945
H 2.035 0.687 -0.381
H 1.913 -1.067 -0.762
```

***

Entry 5:
Below is an isolated molecule of C6H6O2 at a distorted geometry, with properties calculated with ωB97M-V with the def2-TZVPD basis set.

The calculated total energy is -382.644579 a.u. The HOMO energy comes out at -9.30 eV. The calculation puts the frontier orbital gap at 10.235 eV.

Structure (XYZ):
```
14
C6H6O2 ωB97M-V with the def2-TZVPD basis set
C 1.291 -0.230 -0.172
C 0.243 -0.316 0.977
C -0.760 -1.262 0.272
C 0.265 0.170 -1.232
C -0.240 1.414 -0.573
C -0.303 1.114 0.742
H 0.624 -0.554 1.951
H -0.486 -2.336 0.405
H -1.805 -1.145 0.665
H 0.577 0.275 -2.264
H -0.613 2.311 -1.035
H -0.575 1.788 1.551
O 2.505 -0.328 -0.169
O -0.722 -0.902 -1.117
```

***

Entry 6:
Below is an isolated molecule of C6H6O2 at a distorted geometry, with properties calculated with ωB97M-V with the def2-TZVPD basis set.

The calculated total energy is -382.645560 a.u. The HOMO energy comes out at -9.31 eV. The calculation puts the frontier orbital gap at 9.103 eV.

Structure (XYZ):
```
14
C6H6O2 ωB97M-V with the def2-TZVPD basis set
C 1.930 -0.479 1.244
C 0.789 -0.176 0.388
C 0.116 1.010 0.425
C -1.210 1.019 -0.293
C -1.202 -0.408 -0.959
C 0.110 -1.242 -0.627
H 2.222 0.433 1.830
H 0.704 1.809 0.883
H -1.165 1.891 -1.086
H -2.061 1.241 0.347
H -1.359 -0.356 -1.999
H -2.077 -0.980 -0.520
O 2.674 -1.439 1.263
O 0.531 -2.324 -0.896
```

***

Entry 7:
Below is an isolated molecule of C6H6O2S at a distorted geometry, with properties calculated with ωB97M-V with the def2-TZVPD basis set.

The calculated total energy is -780.788999 a.u. The HOMO energy comes out at -9.20 eV. The calculation puts the frontier orbital gap at 8.646 eV.

Structure (XYZ):
```
15
C6H6O2S ωB97M-V with the def2-TZVPD basis set
C 0.772 1.216 -0.018
C -0.593 1.244 -0.752
C 1.247 -0.003 0.414
C -1.189 0.121 -1.078
C 0.397 -1.173 0.271
C -0.739 -1.216 -0.670
O -1.181 -2.211 -1.116
O -0.909 -0.157 2.482
S -0.312 -1.424 2.060
H 1.091 2.186 0.283
H -1.090 2.176 -0.810
H 2.127 -0.194 1.066
H -2.186 0.102 -1.714
H 0.985 -2.149 0.105
H -1.289 -2.052 1.327
```

***

Entry 8:
Below is an isolated molecule of C6H6O3 at a distorted geometry, with properties calculated with ωB97M-V with the def2-TZVPD basis set.

The calculated total energy is -457.868738 a.u. The HOMO energy comes out at -8.60 eV. The calculation puts the frontier orbital gap at 7.730 eV.

Structure (XYZ):
```
15
C6H6O3 ωB97M-V with the def2-TZVPD basis set
C 0.823 0.530 1.108
C 0.058 -1.082 1.323
C -0.401 0.711 -1.013
C 0.209 1.300 0.064
C -0.631 -1.463 0.134
C -0.818 -0.642 -0.949
O 2.128 0.076 0.912
O -0.814 1.518 -2.042
O 0.401 -1.719 2.275
H 2.209 -0.328 0.043
H -1.493 1.073 -2.565
H 0.761 1.002 2.092
H 0.285 2.378 0.116
H -1.230 -2.361 0.234
H -1.489 -0.992 -1.732
```